w) Below is a structure of composition C26H30N4OSSeV, with properties calculated with ωB97M-V with the def2-TZVPD basis set.

The gap between HOMO and LUMO (alpha / beta) is 5.80 / 5.71 eV. The multiplicity is 3. The charge is -1. The HOMO energy (alpha / beta) comes out at -3.4 / -3.4 eV. The expectation value of S² is 2.0175.

Last column: natural (NBO) charge in e.
Cartesian coordinates (Å):
V1 2.07 -0.34 0.17  1.3795
N1 -1.19 2.07 1.88  -0.7881
C1 -0.08 1.31 1.66  0.3269
S1 0.82 1.63 0.19  -0.2347
N2 0.25 0.44 2.57  -0.4209
N3 1.38 -0.28 2.23  -0.3280
C2 1.88 -0.95 3.20  0.0993
C3 3.08 -1.77 3.09  -0.1938
C4 3.41 -2.60 4.17  -0.1513
C5 4.54 -3.40 4.15  -0.2701
C6 5.37 -3.37 3.03  -0.2000
C7 5.07 -2.55 1.96  -0.2319
C8 3.92 -1.74 1.96  0.3410
O1 3.67 -0.97 0.92  -0.7832
H1 -1.57 2.49 1.04  0.4098
H2 -1.91 1.57 2.39  0.4029
H3 1.38 -0.90 4.16  0.1940
H4 2.76 -2.61 5.04  0.2062
H5 4.77 -4.04 4.99  0.2075
H6 6.25 -3.99 3.00  0.2055
H7 5.70 -2.51 1.08  0.2144
C9 1.87 -3.17 -0.51  -0.4218
N4 0.91 -2.06 -0.31  -0.4762
C10 -0.12 -2.49 0.66  -0.4272
C11 0.25 -1.73 -1.60  -0.2855
C12 1.22 -1.02 -2.52  0.0318
C13 1.08 -1.10 -3.90  -0.2352
C14 1.96 -0.42 -4.72  -0.2230
C15 2.98 0.33 -4.16  -0.2312
C16 3.11 0.40 -2.78  -0.2065
C17 2.24 -0.27 -1.92  -0.4856
H8 1.33 -4.05 -0.88  0.1893
H9 2.35 -3.41 0.44  0.2118
H10 2.63 -2.88 -1.23  0.2305
H11 0.36 -2.77 1.59  0.1995
H12 -0.66 -3.36 0.26  0.1865
H13 -0.84 -1.69 0.81  0.2673
H14 -0.61 -1.10 -1.37  0.2777
H15 -0.14 -2.65 -2.05  0.1870
H16 0.27 -1.69 -4.33  0.2009
H17 1.85 -0.48 -5.80  0.1999
H18 3.67 0.86 -4.80  0.1981
H19 3.92 1.00 -2.37  0.1908
C18 -4.38 5.56 -0.81  -0.6160
C19 -4.12 4.09 -0.66  -0.0663
C20 -4.79 3.31 0.27  -0.2530
C21 -4.56 1.95 0.40  0.0287
C22 -5.34 1.18 1.44  -0.6479
C23 -3.61 1.30 -0.41  -0.2042
Se1 -3.19 -0.54 -0.14  -0.5583
C24 -2.94 2.08 -1.38  -0.0477
C25 -1.93 1.46 -2.31  -0.6409
C26 -3.20 3.44 -1.48  -0.2299
H20 -4.92 5.95 0.06  0.2026
H21 -4.98 5.78 -1.69  0.2023
H22 -3.45 6.13 -0.90  0.2057
H23 -5.52 3.79 0.92  0.1845
H24 -6.06 1.82 1.94  0.1858
H25 -4.67 0.74 2.19  0.2200
H26 -5.85 0.33 0.98  0.2289
H27 -1.03 1.19 -1.76  0.2321
H28 -1.65 2.16 -3.10  0.1929
H29 -2.32 0.54 -2.75  0.2264
H30 -2.66 4.01 -2.23  0.1901


x) Below is a structure of composition C26H30N4OSSeV, with properties calculated with ωB97M-V with the def2-TZVPD basis set.

The gap between HOMO and LUMO (alpha / beta) is 5.55 / 5.17 eV. The multiplicity is 3. The charge is -1. The HOMO energy (alpha / beta) comes out at -3.2 / -3.2 eV. The expectation value of S² is 2.0234.

Last column: natural (NBO) charge in e.
Cartesian coordinates (Å):
V1 -1.34 -0.79 0.59  1.3788
N1 1.26 -2.19 -2.33  -0.7871
C1 0.62 -1.92 -1.17  0.3419
S1 -1.05 -2.50 -0.98  -0.2604
N2 1.33 -1.33 -0.23  -0.4133
N3 0.53 -1.06 0.87  -0.3468
C2 1.03 -1.03 2.05  0.1191
C3 0.26 -0.70 3.26  -0.1970
C4 1.02 -0.48 4.42  -0.1477
C5 0.45 -0.11 5.62  -0.2735
C6 -0.93 0.04 5.68  -0.1792
C7 -1.72 -0.19 4.57  -0.2686
C8 -1.15 -0.57 3.35  0.3486
O1 -1.97 -0.82 2.33  -0.7825
H1 0.66 -2.37 -3.12  0.4087
H2 2.02 -1.55 -2.55  0.4303
H3 2.10 -1.23 2.16  0.2029
H4 2.10 -0.59 4.34  0.2066
H5 1.07 0.06 6.49  0.2093
H6 -1.40 0.34 6.61  0.2068
H7 -2.79 -0.08 4.60  0.2232
C9 -1.20 2.67 1.84  -0.4207
N4 -0.30 1.94 0.96  -0.4397
C10 1.08 2.27 1.28  -0.4147
C11 -0.54 2.30 -0.45  -0.2813
C12 -1.91 1.89 -0.90  0.0762
C13 -2.73 2.75 -1.60  -0.2347
C14 -3.99 2.34 -2.02  -0.2130
C15 -4.41 1.05 -1.74  -0.2274
C16 -3.57 0.19 -1.04  -0.2246
C17 -2.30 0.58 -0.60  -0.4577
H8 -1.07 3.76 1.73  0.1644
H9 -1.00 2.40 2.88  0.2007
H10 -2.24 2.42 1.61  0.2140
H11 1.30 2.03 2.32  0.1946
H12 1.27 3.35 1.13  0.1678
H13 1.75 1.71 0.63  0.2225
H14 0.20 1.78 -1.07  0.2562
H15 -0.37 3.39 -0.59  0.1667
H16 -2.38 3.75 -1.84  0.2029
H17 -4.62 3.01 -2.58  0.2015
H18 -5.39 0.71 -2.07  0.2013
H19 -3.92 -0.83 -0.87  0.1958
C18 -0.11 -3.04 -8.20  -0.6151
C19 0.30 -2.09 -7.11  -0.0662
C20 1.63 -1.77 -6.88  -0.2516
C21 2.02 -0.88 -5.89  0.0305
C22 3.48 -0.60 -5.71  -0.6462
C23 1.06 -0.24 -5.08  -0.2071
Se1 1.59 0.94 -3.69  -0.5589
C24 -0.29 -0.56 -5.32  -0.0463
C25 -1.39 0.07 -4.50  -0.6390
C26 -0.64 -1.46 -6.31  -0.2300
H20 0.76 -3.58 -8.59  0.2019
H21 -0.57 -2.52 -9.05  0.2019
H22 -0.83 -3.78 -7.85  0.2036
H23 2.40 -2.24 -7.49  0.1826
H24 4.07 -1.18 -6.42  0.1839
H25 3.81 -0.82 -4.69  0.2214
H26 3.70 0.46 -5.85  0.2263
H27 -1.46 -0.38 -3.51  0.2224
H28 -2.35 -0.04 -5.00  0.1897
H29 -1.19 1.13 -4.33  0.2381
H30 -1.70 -1.67 -6.46  0.1868


In order of decreasing stability: w), x).